[1]
The following is a quantum chemistry calculation of a 7-piece molecular cluster, C29H59F4N10O9S4 overall at a distorted geometry, from the Open Molecules 2025 dataset.

XYZ file:
```
115
Properties=species:S:1:pos:R:3
C -23.9912 -2.9714 -9.1158
C -24.1837 -4.4796 -8.8880
N -25.0524 -4.7773 -7.8438
C -24.8662 -5.8107 -6.9686
C -25.9878 -5.8570 -6.1295
N -26.8552 -4.8363 -6.4741
C -26.3408 -4.2581 -7.6194
C -28.0667 -4.4629 -5.7930
H -24.8624 -2.5016 -9.5722
H -23.2176 -2.7584 -9.8536
H -23.6733 -2.4231 -8.2290
H -23.1947 -4.8153 -8.5762
H -24.4453 -5.0437 -9.7832
H -23.9740 -6.4190 -6.9889
H -26.3083 -6.5669 -5.3814
H -26.8141 -3.4680 -8.1836
H -28.4440 -3.5892 -6.3243
H -27.7826 -4.1028 -4.8042
H -28.7352 -5.3217 -5.7331
C -15.8840 -6.6354 -10.9849
C -16.6802 -5.8755 -9.9554
N -17.0389 -6.7275 -8.8308
C -18.1992 -7.4199 -8.7705
C -18.2708 -8.0727 -7.5819
N -17.1417 -7.7195 -6.8381
C -16.4348 -6.8294 -7.5993
C -16.8507 -8.0544 -5.4824
H -16.3243 -7.4529 -11.5558
H -14.9860 -7.0365 -10.5150
H -15.4047 -5.9141 -11.6468
H -17.6342 -5.5191 -10.3439
H -16.0836 -5.0391 -9.5912
H -18.9385 -7.3534 -9.5550
H -19.0751 -8.6005 -7.0910
H -15.5039 -6.3319 -7.3703
H -17.7326 -7.8913 -4.8630
H -15.9374 -7.6230 -5.0726
H -16.7007 -9.1340 -5.4831
C -23.2292 1.1237 -14.0832
C -24.2441 1.6468 -13.0183
N -23.7221 1.5936 -11.6531
C -23.5539 2.6640 -10.8151
C -22.7216 2.2489 -9.7702
N -22.5900 0.8575 -9.9246
C -23.1549 0.4498 -11.0548
C -21.8746 -0.0425 -9.0289
H -22.9548 0.0820 -13.9173
H -22.3102 1.7095 -14.0626
H -23.5900 1.2097 -15.1081
H -25.2113 1.1450 -12.9921
H -24.4267 2.6986 -13.2387
H -24.0317 3.5774 -11.1374
H -22.3507 2.8540 -8.9561
H -23.2213 -0.5709 -11.4014
H -22.1070 0.1678 -7.9849
H -20.7916 0.0713 -9.0771
H -22.1227 -1.0896 -9.2020
C -17.2104 -0.9898 -5.4847
C -17.4932 -1.9120 -4.3335
O -17.4801 -1.5166 -3.1832
N -17.4168 -3.3540 -4.6978
H -18.2215 -3.4792 -5.2952
H -16.6192 -3.4879 -5.3028
C -17.4153 -4.4344 -3.5916
H -17.9178 -1.1390 -6.3005
H -16.2286 -1.1154 -5.9412
H -17.3192 -0.0156 -5.0080
H -18.3605 -4.1928 -3.1053
H -16.4852 -4.2836 -3.0437
H -17.4278 -5.3811 -4.1316
C -24.0476 -4.4152 -2.7770
C -23.8740 -3.0431 -3.5173
C -22.5161 -2.5006 -3.0874
N -22.3606 -0.9836 -3.5599
C -22.5064 -0.9364 -4.9967
C -21.0271 -0.4074 -3.1168
C -21.3065 1.0162 -2.8848
C -22.6825 1.1324 -2.2779
C -23.4520 -0.0885 -2.8112
H -23.1871 -5.0774 -2.8726
H -24.8822 -5.0030 -3.1593
H -24.3399 -4.2792 -1.7358
H -24.7296 -2.3818 -3.3806
H -23.8529 -3.2036 -4.5952
H -21.6299 -3.0291 -3.4388
H -22.3739 -2.5416 -2.0075
H -23.5779 -1.0285 -5.1741
H -21.7574 -1.6088 -5.4150
H -22.2715 0.1187 -5.1366
H -20.3428 -0.6542 -3.9285
H -20.7173 -0.8516 -2.1709
H -21.3596 1.7103 -3.7236
H -20.5180 1.4771 -2.2899
H -23.1200 2.0821 -2.5855
H -22.5609 1.2337 -1.1995
H -24.2758 0.2911 -3.4156
H -23.7820 -0.6676 -1.9487
N -18.2546 -1.5463 -11.9784
S -19.0301 -2.5696 -11.2991
O -18.8940 -3.8740 -11.9335
O -20.1970 -2.3468 -10.4348
F -17.9139 -2.6915 -10.1237
S -19.5081 -0.8899 -12.8511
O -20.2606 0.1007 -12.0839
O -20.1254 -1.7319 -13.8962
F -18.6209 0.0922 -13.7767
N -19.8329 -4.0291 -5.7003
S -20.8428 -5.3766 -5.2932
O -20.3126 -6.7283 -5.4805
O -22.3059 -5.1583 -5.4148
F -20.7022 -5.2323 -3.7110
S -20.2951 -4.0091 -7.0856
O -21.2812 -3.0496 -7.3951
O -20.2363 -5.2243 -7.9194
F -18.9770 -3.1886 -7.5502
```

Values from the calculation:
Net charge: +3
Highest occupied orbital energy (eV): -14.58
ΔE to the lowest compared entry with this formula, charge and spin (eV): 6.251
Energy (eV): -118540.026

[2]
The following is a quantum chemistry calculation of C25H16Cl5LaNO as an isolated structure, from the Open Molecules 2025 dataset.

XYZ file:
```
49
Properties=species:S:1:pos:R:3
La 0.5185 -1.9592 -0.1601
Cl -0.2583 -2.9324 -3.3647
C 1.3237 -2.0941 -3.4373
C 1.9042 -1.8190 -2.2347
C 3.0644 -1.0955 -2.2447
Cl 3.7028 -0.6489 -0.6477
C 3.6944 -0.6846 -3.4125
Cl 5.1533 0.2154 -3.3765
C 3.0899 -1.0351 -4.6282
Cl 3.8376 -0.5724 -6.1050
C 1.8818 -1.7436 -4.6596
Cl 1.1262 -2.1384 -6.1477
C -3.8886 3.7086 -2.4585
C -4.1422 3.0138 -1.2815
C -3.3476 1.9380 -0.9227
C -2.2845 1.5383 -1.7370
C -2.0573 2.2281 -2.9241
C -2.8469 3.3116 -3.2812
C -1.4175 0.3910 -1.3825
C -1.1255 -0.1251 -0.1793
C -1.5208 0.4254 1.1297
C -2.2263 -0.3549 2.0488
C -2.5021 0.1138 3.3277
C -2.0527 1.3632 3.7232
C -1.3318 2.1451 2.8263
C -1.0702 1.6848 1.5473
H -4.5101 4.5504 -2.7356
H -4.9647 3.3101 -0.6436
H -3.5596 1.3983 -0.0102
H -1.2478 1.9136 -3.5735
H -2.6538 3.8436 -4.2037
H -0.9603 -0.0731 -2.2644
H -2.5741 -1.3413 1.7586
H -3.0583 -0.5111 4.0145
H -2.2513 1.7257 4.7232
H -0.9734 3.1221 3.1253
H -0.5130 2.3007 0.8513
O 0.6616 -3.2361 1.7040
N 1.5208 -2.7125 2.6262
C 1.4207 -1.3322 2.8346
C 2.4596 -0.7220 3.5195
C 3.5595 -1.4260 3.9588
C 3.6119 -2.8335 3.6871
C 2.6090 -3.4430 3.0103
H 0.4514 -0.8933 2.6350
H 2.3651 0.3375 3.7255
H 4.3580 -0.9379 4.4945
H 4.4518 -3.4296 4.0152
H 2.5724 -4.4841 2.7299
```

Values from the calculation:
Highest occupied orbital energy (spin up / spin down) (eV): -5.47 / -7.93
ΔE to the lowest compared entry with this formula, charge and spin (eV): 0.000
Energy (eV): -93190.514
Multiplicity: 2

[3]
The following is a quantum chemistry calculation of C19H32F5N2O9TeTi as an isolated structure, from the Open Molecules 2025 dataset.

XYZ file:
```
69
Properties=species:S:1:pos:R:3
Ti 0.3411 0.5175 0.7065
C 2.6362 2.7961 0.7367
C 1.3922 3.6260 0.9392
O 0.3849 2.7207 1.4017
C -0.8276 3.3308 1.8486
C -1.8496 2.2067 1.8915
O -1.1692 0.9624 2.1898
C -0.7906 0.7316 3.5607
C 0.6469 1.1569 3.7929
O 1.4416 0.7082 2.6778
C 2.4124 -0.3099 2.9526
C 1.7038 -1.6409 2.9511
O 0.8420 -1.6558 1.8021
C 1.1561 -2.6529 0.8148
C 2.1084 -2.0655 -0.1940
O 1.5680 -0.7937 -0.5989
C 2.4100 -0.0772 -1.5312
C 3.1856 0.9501 -0.7463
O 2.2208 1.5734 0.1095
H 3.1316 2.5617 1.6808
H 3.3315 3.3244 0.0843
H 1.0612 4.0907 0.0104
H 1.5700 4.3997 1.6896
H -1.1523 4.1048 1.1515
H -0.6552 3.7842 2.8286
H -2.2969 2.0478 0.9139
H -2.6306 2.3807 2.6303
H -0.9026 -0.3408 3.7220
H -1.4748 1.2566 4.2280
H 1.0186 0.7225 4.7217
H 0.7545 2.2375 3.8498
H 2.9252 -0.1056 3.8930
H 3.1359 -0.2502 2.1385
H 1.0784 -1.7633 3.8374
H 2.4144 -2.4671 2.9230
H 0.2205 -2.9409 0.3449
H 1.5873 -3.5363 1.2854
H 2.1898 -2.7140 -1.0682
H 3.1056 -1.9133 0.2313
H 1.7503 0.3908 -2.2559
H 3.0680 -0.7736 -2.0491
H 3.6182 1.6906 -1.4207
H 3.9824 0.5062 -0.1415
F 1.1897 2.8929 -2.2227
Te -0.6216 2.4357 -2.3125
F -0.1697 0.9956 -3.3928
F -0.7221 3.4616 -3.8223
F -2.4094 2.0457 -2.4986
F -1.0257 3.9539 -1.3208
O -0.5094 1.4270 -0.7970
O -2.7670 -2.0993 -5.9746
C -2.9339 -3.2822 -5.2517
N -3.0614 -3.0393 -3.8162
C -1.9778 -2.6051 -3.1426
O -0.8639 -2.5138 -3.6302
C -2.1639 -2.2529 -1.6880
C -3.0784 -2.8315 -0.8234
C -3.0483 -2.4690 0.5177
C -2.1089 -1.5526 0.9430
N -1.2253 -0.9809 0.1086
C -1.2687 -1.3271 -1.1806
H -1.8309 -1.8718 -5.9822
H -2.0976 -3.9652 -5.3935
H -3.8533 -3.7560 -5.5847
H -3.9758 -2.8165 -3.4561
H -3.7842 -3.5747 -1.1730
H -3.7347 -2.9035 1.2300
H -2.0513 -1.2668 1.9820
H -0.5508 -0.8818 -1.8521
```

Values from the calculation:
Net charge: +2
Highest occupied orbital energy (spin up / spin down) (eV): -14.69 / -14.69
ΔE to the lowest compared entry with this formula, charge and spin (eV): 0.000
Energy (eV): -85614.356
Multiplicity: 2

[4]
The following is a quantum chemistry calculation of a 5-piece molecular cluster, CH12O4S overall at a distorted geometry, from the Open Molecules 2025 dataset.

XYZ file:
```
18
Properties=species:S:1:pos:R:3
C 1.1400 0.8821 -0.7216
S 2.0873 -0.5248 -0.0594
H 1.6522 1.4762 -1.4707
H 0.3507 0.3433 -1.2357
H 0.7014 1.4221 0.1048
H 2.7858 0.1561 0.8590
H -2.1485 -1.4641 0.3307
H -3.1635 -1.3865 1.5006
O -2.8902 -0.9592 0.6825
H -2.4179 0.6794 -0.6362
H -2.2946 2.1636 -1.3607
O -1.9583 1.2782 -1.2359
H 1.3861 0.5834 3.4284
H 1.3944 2.0196 2.7593
O 1.8881 1.2052 2.8987
H -1.5158 -0.7376 -2.1488
H -0.5828 -1.7196 -1.4322
O -1.4417 -1.6513 -1.8573
```

Values from the calculation:
Highest occupied orbital energy (eV): -8.85
SMILES string: CS.O.O.O.O
ΔE to the lowest compared entry with this formula, charge and spin (eV): 0.624
Energy (eV): -20256.692

[5]
The following is a quantum chemistry calculation of one molecule with the formula C5H8O at a distorted geometry, from the Open Molecules 2025 dataset.

XYZ file:
```
14
Properties=species:S:1:pos:R:3
C -1.5976 0.0126 -0.6504
C -0.6100 -0.5213 0.3710
O 0.0126 -1.6388 -0.2319
C 0.3616 0.6134 0.7599
C 1.7801 0.1841 0.6947
C 2.5120 0.4317 -0.2325
H -1.0561 0.2767 -1.5678
H -2.3445 -0.7439 -0.8985
H -2.0977 0.9087 -0.2699
H -1.1327 -0.8329 1.2852
H 0.8024 -1.8662 0.2779
H 0.3828 1.3820 -0.0240
H 0.0945 1.1274 1.6770
H 2.8927 0.6665 -1.1907
```

Values from the calculation:
Highest occupied orbital energy (eV): -9.80
SMILES string: C#CC[C@@H](C)O
ΔE to the lowest compared entry with this formula, charge and spin (eV): 3.558
Energy (eV): -7358.697

[6]
The following is a quantum chemistry calculation of one molecule with the formula C20H16N6OS at a distorted geometry, from the Open Molecules 2025 dataset.

XYZ file:
```
44
Properties=species:S:1:pos:R:3
O 0.6701 -3.4695 2.4351
N -1.7133 -1.1700 -1.4858
N -1.5817 2.2458 -3.7527
N 2.7152 -2.4967 5.8008
S 0.2943 -0.3352 0.0842
C 0.8257 -2.3698 1.9143
C -0.8751 -0.1590 -1.2698
C -1.7721 1.1375 -3.0956
C 3.2012 -1.2677 5.6937
C 2.9073 -0.6639 4.4264
C 2.1108 -1.5351 3.8211
C -4.5464 -2.0548 -3.6362
C 0.9634 4.7598 -2.5805
C -4.6488 -0.9297 -4.4639
C 1.4048 3.9853 -1.5094
C -3.6115 -2.1074 -2.6342
C -0.0588 4.2575 -3.3711
C -3.7778 0.1553 -4.2655
C 0.8968 2.6831 -1.2543
C -2.6432 -1.0890 -2.5110
C -0.6048 2.9727 -3.1070
C -2.7456 0.0463 -3.3285
C -0.1322 2.1858 -2.0502
N 2.0236 -2.6424 4.6449
N 1.5735 -1.3811 2.5549
N -0.8701 0.9979 -2.0526
C 4.1063 -0.6343 6.7014
C 0.2595 -2.1436 0.5350
H 3.3106 0.2791 4.0527
H -5.2269 -2.9317 -3.7573
H 1.3035 5.7589 -2.7826
H -5.4083 -0.8758 -5.2238
H 2.0825 4.4285 -0.8100
H -3.5344 -2.9136 -1.9089
H -0.5176 4.7940 -4.1816
H -3.9478 1.1011 -4.8037
H 1.3331 2.0791 -0.4752
H 1.5312 -3.4950 4.4035
H 1.6090 -0.4786 2.1067
H 5.0877 -1.1230 6.6595
H 3.6760 -0.8385 7.6587
H 4.1876 0.4545 6.5250
H 0.9032 -2.6629 -0.1844
H -0.7605 -2.5539 0.4780
```

Values from the calculation:
Highest occupied orbital energy (eV): -8.34
SMILES string: Cc1cc(NC(=O)CSc2nc3ccccc3c3nc4ccccc4n23)[nH]n1
ΔE to the lowest compared entry with this formula, charge and spin (eV): 0.000
Energy (eV): -42823.483